The following is a quantum chemistry calculation of the ion C21H29ClN3O4S with charge +1, from the Open Molecules 2025 dataset.

Each line ends with the natural charge from an NBO analysis.
Positions of all 59 atoms, in Å:
C -2.37 0.31 2.18  -0.6517
C -1.66 -0.90 2.77  -0.2166
N -0.50 -0.50 3.61  -0.4153
C -0.86 0.41 4.73  -0.2204
C -1.93 -0.13 5.66  -0.6362
C 0.34 -1.64 4.05  -0.2257
C 1.82 -1.22 4.18  -0.4371
C 2.74 -1.82 3.11  -0.2162
N 2.31 -1.64 1.73  -0.5862
C 1.65 -0.60 1.18  0.6815
O 1.19 0.34 1.83  -0.6847
C 1.37 -0.74 -0.27  -0.1036
C 2.27 -1.25 -1.21  -0.1812
C 1.88 -1.43 -2.52  -0.2266
C 0.57 -1.14 -2.92  0.0039
Cl 0.08 -1.43 -4.52  0.0982
C -0.32 -0.62 -1.98  -0.3484
S -2.06 -0.22 -2.32  2.3300
O -2.68 -0.16 -1.02  -0.9601
O -2.58 -1.10 -3.30  -0.9000
N -2.02 1.33 -2.92  -0.8474
C -1.34 1.48 -4.15  0.1045
C -1.98 1.15 -5.33  -0.1821
C -1.30 1.26 -6.53  -0.2308
C 0.00 1.72 -6.54  -0.1773
C 0.65 2.05 -5.36  -0.2909
C -0.01 1.92 -4.15  0.2673
O 0.53 2.16 -2.91  -0.5261
C 1.86 2.61 -2.85  -0.2511
C 0.09 -0.40 -0.69  -0.1626
H -1.64 1.05 1.86  0.2181
H -3.05 0.77 2.88  0.2200
H -2.93 0.01 1.30  0.2772
H -2.35 -1.50 3.37  0.2243
H -1.28 -1.52 1.96  0.2207
H 0.14 0.05 2.95  0.4961
H -1.19 1.35 4.31  0.2314
H 0.06 0.60 5.30  0.2216
H -1.66 -1.10 6.08  0.2155
H -2.04 0.56 6.50  0.2491
H -2.89 -0.21 5.17  0.2216
H -0.04 -2.01 5.00  0.2294
H 0.25 -2.44 3.31  0.2257
H 1.90 -0.13 4.15  0.2338
H 2.21 -1.55 5.14  0.2408
H 2.82 -2.89 3.27  0.2155
H 3.73 -1.38 3.24  0.2198
H 2.67 -2.33 1.09  0.4141
H 3.29 -1.48 -0.92  0.2220
H 2.57 -1.81 -3.25  0.2457
H -1.70 1.97 -2.21  0.4162
H -2.99 0.78 -5.29  0.2392
H -1.79 1.00 -7.46  0.2271
H 0.53 1.82 -7.48  0.2243
H 1.68 2.39 -5.40  0.2258
H 1.98 3.57 -3.36  0.1895
H 2.55 1.88 -3.27  0.1786
H 2.07 2.74 -1.79  0.2015
H -0.63 0.01 0.00  0.2480

Summary:
E_HOMO (eV): -10.75
Total charge: +1
HOMO-LUMO gap (eV): 8.16
E_tot (hartree): -2141.0188

=====

The following is a quantum chemistry calculation of an isolated molecule of C5H11N, from the Open Molecules 2025 dataset.

Each line ends with the natural charge from an NBO analysis.
Positions of all 17 atoms, in Å:
C 0.51 -1.60 -1.48  -0.6152
C 0.59 -0.94 -0.12  -0.2301
N 1.01 0.44 -0.11  -0.3993
C 0.15 1.47 -0.66  -0.2775
C 0.20 1.21 0.82  -0.0615
C -1.09 0.56 1.56  -0.6669
H -0.01 -2.56 -1.37  0.2100
H -0.06 -0.98 -2.18  0.2042
H 1.50 -1.79 -1.91  0.2092
H -0.39 -0.94 0.35  0.1802
H 1.25 -1.48 0.56  0.1920
H 0.70 2.23 -1.23  0.2087
H -0.82 1.23 -1.10  0.1815
H 0.79 1.86 1.48  0.2032
H -1.88 1.30 1.50  0.2212
H -0.83 0.37 2.61  0.2190
H -1.64 -0.37 1.30  0.2213

Summary:
E_HOMO (eV): -8.94
Total charge: 0
HOMO-LUMO gap (eV): 10.04
E_tot (hartree): -251.7847

=====

The following is a quantum chemistry calculation of a structure of composition C5H8N2, from the Open Molecules 2025 dataset.

Each line ends with the natural charge from an NBO analysis.
Positions of all 15 atoms, in Å:
C 1.00 -0.43 -2.29  -0.6303
C 0.46 -0.47 -0.89  -0.1191
C 0.34 -1.57 -0.13  0.0116
N -0.46 -1.02 0.90  -0.6276
C -0.24 0.26 0.26  0.1653
N -1.12 1.27 2.18  -0.8655
C -0.58 1.41 0.86  -0.0857
H 0.25 -0.17 -3.06  0.2162
H 1.87 0.22 -2.45  0.2152
H 1.33 -1.45 -2.52  0.2190
H 0.62 -2.61 -0.24  0.1974
H -0.19 -1.09 1.88  0.3804
H -0.69 1.88 2.86  0.3660
H -2.13 1.38 2.23  0.3709
H -0.46 2.40 0.41  0.1861

Summary:
E_HOMO (eV): -8.13
Total charge: 0
HOMO-LUMO gap (eV): 9.22
E_tot (hartree): -304.7342

=====

The following is a quantum chemistry calculation of an isolated molecule of C6H15NO, from the Open Molecules 2025 dataset.

Each line ends with the natural charge from an NBO analysis.
Positions of all 23 atoms, in Å:
C 1.65 -1.00 -1.09  -0.6040
C 1.00 0.19 -0.38  -0.2118
C 1.83 0.52 0.87  -0.6116
C -0.57 -0.06 -0.04  0.1004
C -0.80 -0.83 1.27  -0.6294
N -1.22 -0.80 -1.12  -0.8516
C -1.16 1.36 0.06  -0.0790
O -2.62 1.29 0.27  -0.7372
H 1.23 -1.13 -2.10  0.2144
H 1.51 -1.93 -0.53  0.2062
H 2.72 -0.84 -1.23  0.2031
H 1.10 1.04 -1.06  0.1927
H 1.41 1.36 1.43  0.2036
H 1.91 -0.34 1.54  0.2062
H 2.86 0.80 0.58  0.2123
H -0.45 -0.26 2.14  0.2159
H -1.87 -1.00 1.45  0.2234
H -0.30 -1.80 1.26  0.2170
H -2.15 -1.12 -0.85  0.3637
H -1.29 -0.25 -1.97  0.3555
H -0.78 1.92 0.91  0.1876
H -1.01 1.94 -0.86  0.1656
H -3.01 0.92 -0.54  0.4571

Summary:
E_HOMO (eV): -9.29
Total charge: 0
HOMO-LUMO gap (eV): 10.13
E_tot (hartree): -367.5949

=====

Energy relative to the best compared isomer or geometry (same formula, charge and spin) for every record listed, in sequence, given in kcal/mol: 4.07; 48.83; 63.56; 22.86.